Entry 1:
Entry from the Open Molecules 2025 dataset: a single C5H9NO4 molecule in a non-equilibrium geometry (ωB97M-V with the def2-TZVPD basis set).

Output
- strongest force on any atom (hartree/bohr) = 0.079
- calculated total energy (a.u.) = -551.442190
- ΔE to the lowest compared entry with this formula, charge and spin (kJ/mol) = 650.1
- LUMO energy (eV) = 0.08
- frontier orbital gap (eV) = 10.6291
- HOMO energy (eV) = -10.55

Last column: Löwdin charge in e.
Geometry (Å):
O -2.91 -0.51 1.14  0.0870
O -0.32 0.46 -0.96  -0.0525
O -0.49 0.41 1.37  -0.1146
O -3.12 0.78 -0.50  0.1130
N -2.42 0.15 0.24  -0.3071
C -0.94 -0.16 0.05  -0.4813
C -0.69 1.82 -1.06  -0.0566
C -0.03 -2.16 -1.06  0.0835
C 0.92 0.08 1.69  -0.0571
C -0.80 -1.63 -0.10  -0.0590
H 1.62 0.14 0.89  0.0710
H 1.07 -0.84 2.36  0.1061
H 0.46 -1.64 -1.88  0.0791
H -0.75 2.32 -0.12  0.0860
H -1.60 2.03 -1.60  0.0867
H 0.03 -3.26 -1.09  0.0730
H 0.26 2.23 -1.46  0.1156
H 1.15 0.84 2.52  0.1025
H -1.35 -2.12 0.70  0.1248


Entry 2:
Entry from the Open Molecules 2025 dataset: 2 unconnected molecules or ions with the total composition C5H9NO4 in a non-equilibrium geometry (ωB97M-V with the def2-TZVPD basis set).

Output
- strongest force on any atom (hartree/bohr) = 0.075
- calculated total energy (a.u.) = -551.567474
- ΔE to the lowest compared entry with this formula, charge and spin (kJ/mol) = 321.2
- LUMO energy (eV) = 0.48
- frontier orbital gap (eV) = 10.6580
- HOMO energy (eV) = -10.18

Last column: Löwdin charge in e.
Geometry (Å):
O 1.30 -0.17 0.87  -0.0485
O -0.22 1.91 2.09  -0.0902
O -2.49 -0.32 -1.33  -0.0386
O 0.35 -0.98 2.88  0.1459
N -1.14 -0.37 -1.59  0.0570
C -0.92 -1.05 0.79  -0.0081
C 0.17 -0.61 1.74  -0.3847
C -0.45 -0.62 -0.56  -0.2482
C 1.06 -0.45 -0.52  -0.3177
C 1.63 0.64 -1.40  -0.0296
H -2.90 -0.20 -2.19  0.0981
H -1.03 -2.15 0.84  0.1543
H 1.17 1.61 -1.17  0.0877
H 1.44 0.39 -2.45  0.0883
H 1.54 -1.41 -0.75  0.1586
H 2.72 0.71 -1.24  0.0891
H -1.88 -0.61 1.09  0.1358
H 0.59 1.61 1.45  0.1163
H -0.93 2.06 1.45  0.0347


Entry 3:
Entry from the Open Molecules 2025 dataset: 2 unconnected molecules or ions with the total composition C5H9NO4 in a non-equilibrium geometry (ωB97M-V with the def2-TZVPD basis set).

Output
- strongest force on any atom (hartree/bohr) = 0.048
- calculated total energy (a.u.) = -551.583956
- ΔE to the lowest compared entry with this formula, charge and spin (kJ/mol) = 277.9
- LUMO energy (eV) = 0.30
- frontier orbital gap (eV) = 9.5623
- HOMO energy (eV) = -9.27

Last column: Löwdin charge in e.
Geometry (Å):
O -0.88 3.83 0.20  0.1316
O -2.83 2.80 -0.15  0.0538
O -4.70 4.37 -1.68  0.0133
O -1.16 0.31 -0.35  -0.0547
N -2.50 3.28 -2.82  -0.0165
C -1.29 3.08 -2.05  -0.1019
C -3.54 2.35 -2.50  -0.1981
C -1.55 3.18 -0.57  -0.4158
C -4.72 3.00 -1.80  -0.2476
C -3.74 2.17 -1.02  -0.2050
H -2.13 0.13 -0.58  0.0716
H -4.04 1.20 -0.64  0.1464
H -3.85 4.65 -2.07  0.0928
H -0.82 2.10 -2.23  0.1207
H -2.33 3.35 -3.81  0.1335
H -0.64 -0.25 -0.94  0.0414
H -3.69 1.48 -3.15  0.1477
H -5.72 2.58 -1.94  0.1501
H -0.54 3.85 -2.31  0.1367


Entry 4:
Entry from the Open Molecules 2025 dataset: a single C5H9NO5 molecule in a non-equilibrium geometry (ωB97M-V with the def2-TZVPD basis set).

Output
- strongest force on any atom (hartree/bohr) = 0.175
- calculated total energy (a.u.) = -626.676334
- LUMO energy (alpha / beta) (eV) = 0.59 / -3.02
- frontier orbital gap (alpha / beta) (eV) = 5.2938 / 6.7518
- HOMO energy (alpha / beta) (eV) = -4.70 / -9.77
- spin multiplicity = 3

Last column: Löwdin charge in e.
Geometry (Å):
O 1.23 1.12 1.38  0.0642
O 1.79 1.73 -0.66  -0.0032
O -0.79 -2.31 0.19  0.1354
O 1.47 -1.06 -1.50  0.0544
O 1.81 -1.25 0.79  0.0282
N -1.22 -0.09 -0.11  0.0263
C -2.67 -0.22 -0.05  0.0224
C 0.98 -0.65 -0.25  -0.4098
C 0.95 0.83 0.11  -0.5364
C -0.45 -1.19 -0.04  -0.4723
C -0.52 1.18 -0.29  0.0290
H -0.94 1.90 0.49  0.1745
H -2.90 -1.07 0.52  0.0828
H -3.18 0.60 0.43  0.0950
H -0.42 1.55 -1.30  0.1463
H -3.26 -0.17 -0.92  0.0887
H 1.46 -2.09 0.93  0.0679
H 1.76 0.33 1.66  0.1267
H 2.46 -1.07 -1.49  0.1262
H 2.46 1.94 0.09  0.1538


Entry 5:
Entry from the Open Molecules 2025 dataset: a single C5H9NOS molecule in a non-equilibrium geometry (ωB97M-V with the def2-TZVPD basis set).

Output
- strongest force on any atom (hartree/bohr) = 0.074
- calculated total energy (a.u.) = -723.992687
- ΔE to the lowest compared entry with this formula, charge and spin (kJ/mol) = 333.7
- LUMO energy (eV) = 0.59
- frontier orbital gap (eV) = 9.0508
- HOMO energy (eV) = -8.46

Last column: Löwdin charge in e.
Geometry (Å):
S -1.66 -0.18 -0.50  0.8300
O 2.13 -0.04 0.07  -0.1621
N -1.00 -1.38 0.66  -0.2266
C 1.40 1.18 -0.31  -0.2667
C 0.23 -1.65 0.46  -0.2763
C 1.32 -1.19 -0.46  -0.1793
C 0.28 1.55 0.59  -0.2691
C -1.16 1.38 0.16  -0.5561
H 0.49 0.95 1.58  0.1591
H 2.14 2.08 -0.28  0.1423
H -1.73 2.12 -0.55  0.1114
H 0.37 2.69 0.71  0.1308
H 0.85 -0.76 -1.44  0.1147
H 0.61 -2.57 1.08  0.1392
H -1.69 1.51 1.13  0.0706
H 2.08 -1.93 -0.74  0.1182
H 1.12 1.19 -1.38  0.1199


Entry 6:
Entry from the Open Molecules 2025 dataset: a single C5H9NOS molecule in a non-equilibrium geometry (ωB97M-V with the def2-TZVPD basis set).

Output
- strongest force on any atom (hartree/bohr) = 0.125
- calculated total energy (a.u.) = -723.913772
- ΔE to the lowest compared entry with this formula, charge and spin (kJ/mol) = 540.9
- LUMO energy (eV) = -0.15
- frontier orbital gap (eV) = 9.1603
- HOMO energy (eV) = -9.31

Last column: Löwdin charge in e.
Geometry (Å):
S 2.84 -0.41 0.05  0.6943
O 0.54 0.92 0.20  -0.1344
N -2.03 -2.11 -0.56  -0.0538
C 1.27 -0.24 -0.27  -0.6888
C -1.71 0.14 0.27  -0.1353
C -1.63 -1.28 0.66  -0.3338
C -1.19 2.55 -0.19  -0.0163
C -0.80 0.98 -0.10  -0.3612
H -0.68 2.99 -1.02  0.0261
H -2.61 0.60 0.01  0.0978
H -1.46 -1.55 -1.42  0.1132
H -2.46 -1.31 1.44  0.1238
H -1.23 -3.02 -0.30  0.1589
H 0.64 -1.11 -1.01  0.1488
H -0.73 -1.47 1.28  0.1102
H -0.35 3.01 0.60  0.1437
H -2.31 2.83 -0.25  0.1069


Entry 7:
Entry from the Open Molecules 2025 dataset: a molecular structure, C5H9NOS in a non-equilibrium geometry (ωB97M-V with the def2-TZVPD basis set).

Output
- strongest force on any atom (hartree/bohr) = 0.151
- calculated total energy (a.u.) = -723.852526
- ΔE to the lowest compared entry with this formula, charge and spin (kJ/mol) = 701.7
- LUMO energy (eV) = -0.13
- frontier orbital gap (eV) = 8.4622
- HOMO energy (eV) = -8.59

Last column: Löwdin charge in e.
Geometry (Å):
S 3.04 -0.42 -0.60  0.6674
O 0.87 1.95 0.23  -0.1606
N 0.65 -1.21 0.51  -0.0065
C -1.47 -0.84 -1.08  -0.0766
C -0.42 -0.55 1.15  -0.2340
C 0.01 1.17 -0.53  -0.3074
C 1.97 -0.49 0.63  -0.6549
C -0.32 -0.25 -0.17  -0.5632
H -2.66 -0.71 -0.41  0.1627
H -1.09 -1.24 1.68  0.1268
H -1.20 -2.19 -1.10  0.1566
H 2.29 -0.62 1.73  0.0928
H -0.17 0.33 1.83  0.1463
H 0.30 2.90 0.71  0.2584
H -1.03 1.59 -0.75  0.1455
H 0.62 1.17 -1.48  0.1186
H -1.36 -0.60 -2.35  0.1281


Entry 8:
Entry from the Open Molecules 2025 dataset: a single C5H9NOS molecule in a non-equilibrium geometry (ωB97M-V with the def2-TZVPD basis set).

Output
- strongest force on any atom (hartree/bohr) = 0.048
- calculated total energy (a.u.) = -724.026962
- ΔE to the lowest compared entry with this formula, charge and spin (kJ/mol) = 243.7
- LUMO energy (eV) = -0.57
- frontier orbital gap (eV) = 8.5069
- HOMO energy (eV) = -9.07

Last column: Löwdin charge in e.
Geometry (Å):
S -1.14 -2.63 1.02  0.7634
O -0.25 -1.63 -1.59  -0.0600
N -0.94 0.99 -0.71  -0.0013
C 0.56 -1.10 -0.57  -0.3989
C -0.72 1.48 0.70  -0.1758
C 0.80 1.46 0.38  -0.1044
C 0.42 0.47 -0.76  -0.2944
C 0.05 -1.57 0.78  -0.5834
H -0.68 -2.40 -1.25  0.0049
H 1.46 1.13 1.24  0.1129
H 1.18 2.44 0.01  0.1111
H 1.61 -1.34 -0.64  0.1453
H -1.23 2.44 0.92  0.1105
H -0.99 0.75 1.43  0.0762
H 0.65 -1.30 1.63  0.0501
H 0.87 0.57 -1.77  0.1419
H -1.66 0.26 -0.81  0.1018


Entry 9:
Entry from the Open Molecules 2025 dataset: a single C5H9NOS molecule in a non-equilibrium geometry (ωB97M-V with the def2-TZVPD basis set).

Output
- strongest force on any atom (hartree/bohr) = 0.054
- calculated total energy (a.u.) = -724.038279
- ΔE to the lowest compared entry with this formula, charge and spin (kJ/mol) = 214.0
- LUMO energy (eV) = 0.26
- frontier orbital gap (eV) = 9.0682
- HOMO energy (eV) = -8.80

Last column: Löwdin charge in e.
Geometry (Å):
S 3.11 -0.31 -0.14  0.6784
O 0.59 -0.33 0.11  -0.0846
N -2.83 0.56 -0.68  0.0352
C -0.58 0.40 0.19  -0.3890
C -0.65 1.54 0.79  0.0869
C -2.11 -1.49 0.56  -0.0275
C 1.65 0.42 -0.19  -0.7173
C -1.70 -0.35 -0.42  -0.3786
H -1.66 1.88 0.92  0.0724
H 1.50 1.43 -0.58  0.0830
H 0.14 2.07 1.32  0.0896
H -2.92 -2.11 0.23  0.0643
H -2.39 -1.00 1.48  0.0818
H -2.65 1.11 -1.50  0.0731
H -1.22 -0.73 -1.34  0.1489
H -3.70 0.00 -0.89  0.1019
H -1.33 -2.16 0.89  0.0816


Entry 10:
Entry from the Open Molecules 2025 dataset: a single C5H9NOS molecule in a non-equilibrium geometry (ωB97M-V with the def2-TZVPD basis set).

Output
- strongest force on any atom (hartree/bohr) = 0.025
- calculated total energy (a.u.) = -724.073165
- ΔE to the lowest compared entry with this formula, charge and spin (kJ/mol) = 122.4
- LUMO energy (eV) = 0.55
- frontier orbital gap (eV) = 8.8106
- HOMO energy (eV) = -8.26

Last column: Löwdin charge in e.
Geometry (Å):
S -3.62 -0.02 0.10  0.6194
O 1.46 -1.10 -0.87  -0.0567
N -1.05 -0.83 -0.24  0.0014
C -0.35 0.39 -0.45  -0.2985
C 1.16 0.16 -0.29  -0.3961
C 1.57 0.20 1.17  -0.0428
C -2.36 -1.06 -0.04  -0.7038
C -0.85 1.58 -0.70  0.0631
H -0.43 -1.66 -0.32  0.1520
H 2.65 0.02 1.27  0.0798
H 1.68 0.96 -0.86  0.1471
H 1.02 -0.56 1.75  0.0889
H -2.54 -2.12 0.06  0.0522
H -1.93 1.79 -0.75  0.0135
H 1.34 1.18 1.63  0.0956
H -0.14 2.40 -0.83  0.0678
H 2.38 -1.34 -0.62  0.1170


- What is the formula in the first record?
  C5H9NO4


- Look up the strongest force on any atom of the fourth one.
  0.175 hartree/bohr


- The highest calculated total energy belongs to which entry?
  number 1


- Number 7 is which compound?
  C5H9NOS